1.
Here is a structure of composition C23H43Cl2FFeN3O4Si in a non-equilibrium geometry from OMol25. Energies are from ωB97M-V with the def2-TZVPD basis set.

Computed properties:
HOMO (alpha / beta)	-6.9 / -6.3	eV
largest force on an atom	0.04446	hartree/bohr
molar mass	599.45	g mol⁻¹
frontier orbital gap (alpha / beta)	7.386 / 3.883	eV

ORCA input file:
```
! RIJCOSX wB97M-V def2-TZVPD def2/J DEFGRID3
* xyz 0 6
C -1.4812 -1.2497 -4.9634
C -2.1370 -0.1830 -4.1461
H -2.2246 -1.8134 -5.5397
H -0.9366 -1.9618 -4.3184
H -0.7590 -0.8354 -5.6900
C -3.3599 0.3276 -4.3248
C -4.3507 -0.2377 -5.2706
H -3.6605 1.1956 -3.7403
H -4.4620 -1.3142 -5.0932
H -4.1348 -0.0766 -6.3354
H -5.3057 0.2389 -5.0563
Fe 1.0859 -1.3160 0.3854
Cl 0.6918 -2.6844 2.1051
C 0.7655 1.5817 0.4667
O 0.0371 0.5681 0.4027
N 0.4020 2.7354 1.0296
C -0.8459 2.8002 1.7735
C 1.1651 3.9509 0.7861
H 1.7815 1.5677 0.0619
H -1.0094 1.8558 2.3065
H -1.6997 2.9740 1.1042
H -0.7678 3.6247 2.4915
H 2.1614 3.6694 0.4250
H 1.2689 4.5099 1.7254
H 0.6625 4.5641 0.0212
H 3.0581 -0.5377 4.6725
H 5.3706 -1.8708 2.5262
C 2.6344 -1.1130 3.8477
C 4.3242 -2.1026 2.2828
N 3.4530 -0.9969 2.6521
H 1.6285 -0.7493 3.6401
C 3.4033 0.1396 1.9303
O 2.5446 1.0108 2.1260
H 4.2682 -2.3035 1.1998
H 4.1848 0.2271 1.1422
H 2.5839 -2.1685 4.1035
H 4.0094 -2.9828 2.8479
H -3.3427 -2.3543 -1.6630
H -5.0816 -0.2954 -1.8519
C -3.6360 -2.3048 -0.6040
C -5.1366 -0.3642 -0.7568
N -3.8975 -0.9222 -0.2423
H -2.8198 -2.6820 0.0202
C -3.2002 -0.3358 0.7846
O -2.3852 -0.9074 1.5027
H -5.2906 0.6339 -0.3376
H -3.4426 0.7499 0.8919
H -4.5507 -2.9019 -0.4565
H -5.9846 -1.0143 -0.4942
O -1.6447 -0.6861 -2.0036
C -1.3347 0.2327 -2.8841
C -2.5897 1.9646 -1.5387
C -1.5329 1.6902 -2.3917
H -3.1982 1.1269 -1.2086
C -2.8577 3.2729 -1.1401
H -0.2832 0.1669 -3.2229
C -0.6816 2.7076 -2.8098
H -3.7087 3.4581 -0.4861
C -2.0415 4.3207 -1.5946
C -0.9501 4.0337 -2.4331
H 0.1688 2.4584 -3.4484
H -2.2501 5.3474 -1.2733
H -0.3162 4.8420 -2.8036
Si 1.1079 -4.2551 -1.0541
Cl -0.0670 -2.4486 -1.2283
C 0.2100 -5.2677 0.2455
C 2.8423 -3.7321 -0.5572
C 1.1887 -5.0413 -2.7500
H -0.7638 -4.8131 0.4699
H 0.7746 -5.3060 1.1847
H 0.0666 -6.2884 -0.1369
H 0.1855 -5.3842 -3.0509
H 1.9002 -5.8880 -2.7558
H 1.5315 -4.2825 -3.4705
H 3.1295 -2.7456 -0.9631
H 3.5567 -4.4651 -0.9525
H 2.9551 -3.7393 0.5384
F 2.5217 -0.5918 -0.6351
*
```

2.
Here is an isolated molecule of C2H2NO2P in a non-equilibrium geometry from OMol25. Energies are from ωB97M-V with the def2-TZVPD basis set.

Computed properties:
HOMO	-9.4	eV
largest force on an atom	0.05901	hartree/bohr
molar mass	103.02	g mol⁻¹
frontier orbital gap	9.518	eV

ORCA input file:
```
! RIJCOSX wB97M-V def2-TZVPD def2/J DEFGRID3
* xyz 0 1
C 1.0201 -0.3847 -0.6126
C 0.4996 0.2650 0.4842
N 2.9269 0.2477 0.3015
O 2.2857 -0.3699 -0.7452
O -0.8973 0.2816 0.5518
P 1.9010 0.8198 1.4602
H 0.5672 -0.8296 -1.4846
H -1.1288 1.1169 1.0427
*
```

3.
Here is the ion C4H9NO2 with charge +1 in a non-equilibrium geometry from OMol25. Energies are from ωB97M-V with the def2-TZVPD basis set.

Computed properties:
HOMO (alpha / beta)	-14.3 / -14.3	eV
largest force on an atom	0.12347	hartree/bohr
molar mass	103.12	g mol⁻¹
frontier orbital gap (alpha / beta)	9.606 / 4.945	eV

ORCA input file:
```
! RIJCOSX wB97M-V def2-TZVPD def2/J DEFGRID3
* xyz 1 2
C 0.9312 -0.5094 0.7304
C 0.5920 0.7105 1.6295
O 1.7070 0.9012 2.8033
C -0.2384 -0.8415 -0.2577
N -0.2749 -0.3591 -1.5233
C -1.4618 0.2965 -2.0587
O -1.2798 -1.2050 0.3303
H 1.9437 -0.2805 0.0700
H 0.8726 -1.3723 1.3953
H -0.5272 0.5711 1.9418
H 0.7851 1.6269 1.0075
H 1.9719 -0.1672 3.0344
H 0.5829 -0.5740 -2.1348
H -1.3711 1.1169 -2.8463
H -1.9439 -0.5135 -2.7415
H -2.2892 0.5994 -1.3803
*
```

4.
Here is a cluster of 11 separate species, C4H31NO10S in total in a non-equilibrium geometry from OMol25. Energies are from ωB97M-V with the def2-TZVPD basis set.

Computed properties:
HOMO (alpha / beta)	-12.5 / -12.5	eV
largest force on an atom	0.06863	hartree/bohr
molar mass	285.36	g mol⁻¹
frontier orbital gap (alpha / beta)	8.087 / 2.843	eV

ORCA input file:
```
! RIJCOSX wB97M-V def2-TZVPD def2/J DEFGRID3
* xyz 1 2
C 0.1905 1.8061 -0.8049
C 1.2220 2.5526 -1.6885
C 2.6310 2.8348 -1.2317
S 3.8963 1.4481 -1.1544
C -0.6061 2.5281 0.2919
N -1.4766 1.5306 0.9625
H 0.6713 0.8440 -0.6154
H -0.6588 1.3045 -1.3286
H 0.7748 3.4856 -1.9485
H 1.1484 2.0767 -2.6790
H 2.7459 3.1678 -0.1677
H 2.9344 3.7086 -1.8078
H 3.5688 1.0224 0.0935
H -1.0912 3.4162 -0.0167
H 0.0731 2.8950 1.0928
H -2.1209 1.1067 0.2971
H -2.0695 1.9886 1.6312
H -4.0668 -0.0885 -0.1918
H -4.9648 0.7843 0.7941
O -4.0740 0.5645 0.5228
H 1.7187 -0.1553 3.4637
H 2.8921 -0.6663 4.4560
O 2.2508 0.0167 4.2525
H 1.6340 -1.6264 1.0791
H 0.8504 -0.4895 1.9446
O 1.5179 -1.1766 1.9297
H 4.1133 -1.1376 -1.7555
H 4.4230 -2.4515 -2.5463
O 3.8902 -2.0758 -1.8401
H -2.8459 -3.8698 -0.2709
H -2.9166 -2.4628 0.2994
O -3.3890 -3.0702 -0.2885
H 2.4254 -2.6399 -0.9186
H 1.2307 -1.7001 -1.1775
O 1.6718 -2.2085 -0.4866
H -4.1206 1.8672 -1.3801
H -4.9369 0.7826 -2.2086
O -4.6275 1.6887 -2.1696
H 3.9368 -2.1927 0.9382
H 3.7174 -2.8262 2.4235
O 4.3126 -2.4142 1.7904
H -1.7362 -1.3533 2.0931
H -0.7766 -2.0637 1.3475
O -1.6734 -2.2286 1.6830
H -4.6016 -2.0488 -1.4323
H -3.4315 -1.3399 -1.8637
O -4.2572 -1.1344 -1.4134
*
```